(1)
This record from OMol25 describes a 9-piece molecular cluster, C12H43N17O9 overall. The level of theory is ωB97M-V/def2-TZVPD.

The geometry in ORCA input format:
```
! wB97M-V def2-TZVPD RIJCOSX def2/J DEFGRID3
* xyz 0 1
C -7.654 10.271 -4.869
O -7.427 10.268 -6.077
N -6.776 9.669 -4.015
N -8.741 10.833 -4.273
H -6.852 9.678 -3.014
H -5.971 9.192 -4.375
H -9.444 11.210 -4.889
H -8.752 11.194 -3.338
C -15.665 6.021 -5.240
O -14.823 6.755 -5.749
N -15.604 5.634 -3.937
N -16.811 5.662 -5.897
H -16.357 5.182 -3.454
H -14.782 5.856 -3.403
H -17.444 4.983 -5.519
H -16.979 6.004 -6.825
C -8.878 10.405 -9.329
O -9.238 10.504 -10.506
N -9.126 9.266 -8.633
N -8.142 11.373 -8.703
H -8.880 9.192 -7.661
H -9.324 8.469 -9.207
H -8.330 12.294 -9.052
H -7.821 11.122 -7.774
C -14.466 8.589 -9.060
O -14.604 9.486 -9.881
N -13.389 7.737 -9.078
N -15.311 8.428 -8.009
H -12.735 7.759 -9.844
H -13.263 7.043 -8.360
H -15.195 7.669 -7.345
H -16.069 9.082 -7.953
C -12.048 10.306 -6.308
O -11.984 11.011 -5.299
N -11.756 10.764 -7.559
N -12.661 9.079 -6.334
H -11.971 10.221 -8.377
H -11.539 11.734 -7.703
H -13.025 8.868 -7.247
H -13.175 8.806 -5.513
C -11.815 8.656 -12.591
O -12.746 8.551 -13.371
N -11.889 9.367 -11.426
N -10.565 8.109 -12.848
H -12.789 9.785 -11.225
H -11.167 9.534 -10.738
H -10.524 7.540 -13.673
H -9.976 7.950 -12.052
C -11.884 13.332 -2.545
O -13.105 13.265 -2.705
N -11.349 13.886 -1.421
N -11.027 12.781 -3.453
H -11.988 14.267 -0.750
H -10.364 13.853 -1.242
H -10.070 13.072 -3.367
H -11.395 12.173 -4.180
C -14.367 14.406 -6.664
O -14.518 14.093 -7.831
N -14.763 15.630 -6.176
N -13.772 13.603 -5.738
H -14.522 15.977 -5.267
H -15.431 16.163 -6.700
H -13.756 13.818 -4.752
H -13.396 12.711 -6.000
C -13.744 8.175 -2.904
C -14.153 9.098 -1.746
C -13.939 8.439 -0.372
O -14.286 7.074 -0.333
C -15.670 6.872 -0.316
N -13.378 10.347 -1.741
H -14.337 8.471 -3.778
H -14.045 7.132 -2.761
H -12.675 8.228 -3.085
H -15.188 9.446 -1.777
H -14.539 8.991 0.363
H -12.895 8.532 -0.069
H -16.142 7.498 0.450
H -15.895 5.828 -0.088
H -16.146 7.053 -1.291
H -13.483 10.891 -2.593
H -12.387 10.113 -1.738
*
```

Values from the calculation:
Gap between HOMO and LUMO in eV: 9.09
HOMO level in eV: -9.091
Energy in a.u.: -2091.3682

***

(2)
This record from OMol25 describes C28H21AgBBrF4N4O5 as an isolated structure. The level of theory is ωB97M-V/def2-TZVPD.

The geometry in ORCA input format:
```
! wB97M-V def2-TZVPD RIJCOSX def2/J DEFGRID3
* xyz -2 1
Ag -1.594 2.325 0.708
O 3.271 3.601 -1.730
C 2.453 4.569 -2.179
C 2.926 5.475 -3.126
C 2.097 6.457 -3.640
C 0.790 6.570 -3.196
C 0.323 5.706 -2.223
C 1.136 4.704 -1.708
C 0.581 3.805 -0.660
O -0.438 4.167 -0.022
N 1.290 2.705 -0.453
N 0.725 1.759 0.344
C 1.524 1.015 1.028
C 1.124 -0.003 1.953
C 2.142 -0.699 2.616
C 1.882 -1.612 3.613
C 0.559 -1.862 3.967
C -0.465 -1.205 3.334
C -0.246 -0.253 2.305
O -1.256 0.294 1.738
H 2.678 3.033 -1.117
H 3.950 5.385 -3.459
H 2.473 7.132 -4.399
H 0.139 7.331 -3.610
H -0.681 5.786 -1.833
H 2.606 1.198 0.955
H 3.170 -0.495 2.332
H 2.692 -2.118 4.120
H 0.335 -2.579 4.748
H -1.496 -1.402 3.600
C -4.294 0.418 -0.257
O -2.996 -0.100 -0.450
C -2.810 -1.421 -0.235
C -3.830 -2.335 -0.014
C -3.509 -3.678 0.127
Br -4.934 -4.920 0.388
C -2.223 -4.141 0.083
C -1.178 -3.228 -0.107
C -1.465 -1.870 -0.292
O -0.491 -0.979 -0.550
C 0.177 -3.740 -0.082
N 0.486 -5.009 0.085
C 1.848 -5.060 0.041
C 2.719 -6.141 0.145
C 4.070 -5.896 0.013
C 4.566 -4.609 -0.207
C 3.724 -3.517 -0.294
C 2.366 -3.753 -0.168
N 1.275 -2.944 -0.240
H -5.000 -0.025 -0.966
H -4.235 1.485 -0.442
H -4.633 0.250 0.768
H -4.862 -2.024 0.034
H -1.973 -5.185 0.197
H -0.749 -0.112 -0.153
H 2.347 -7.139 0.319
H 4.768 -6.721 0.074
H 5.633 -4.467 -0.314
H 4.101 -2.520 -0.462
H 1.227 -1.937 -0.331
F -3.702 3.553 0.116
B -4.968 4.120 -0.144
F -5.832 3.752 0.876
F -4.873 5.490 -0.213
F -5.441 3.615 -1.347
*
```

Values from the calculation:
Gap between HOMO and LUMO in eV: 6.22
HOMO level in eV: -2.440
Energy in a.u.: -4820.5218

***

(3)
This record from OMol25 describes a single C6H10O molecule. The level of theory is ωB97M-V/def2-TZVPD.

The geometry in ORCA input format:
```
! wB97M-V def2-TZVPD RIJCOSX def2/J DEFGRID3
* xyz 0 1
C 0.566 2.226 0.848
C 0.041 0.851 0.561
C 0.518 0.113 -0.440
C 0.206 -1.290 -0.692
C 0.453 -1.896 -1.854
O -0.303 -2.955 -2.292
C -0.909 0.282 1.570
H 0.793 2.440 1.889
H 1.427 2.400 0.204
H -0.141 3.003 0.525
H 1.355 0.466 -1.041
H -0.398 -1.809 0.048
H 1.190 -1.455 -2.515
H -1.201 -2.654 -2.431
H -1.873 0.052 1.110
H -1.086 0.894 2.457
H -0.639 -0.667 2.053
*
```

Values from the calculation:
Gap between HOMO and LUMO in eV: 8.95
HOMO level in eV: -8.065
Energy in a.u.: -309.7945

***

(4)
This record from OMol25 describes C37H94BrN5O5 as an isolated structure. The level of theory is ωB97M-V/def2-TZVPD.

The geometry in ORCA input format:
```
! wB97M-V def2-TZVPD RIJCOSX def2/J DEFGRID3
* xyz 4 1
C 3.406 -0.740 1.529
C 1.894 -0.971 1.350
N 1.362 -2.418 1.214
C -0.175 -2.197 1.203
C 1.890 -2.977 -0.126
C 1.582 -2.143 -1.476
C 1.778 -3.321 2.444
C 0.942 -4.623 2.571
O -0.073 -4.648 3.589
C -0.617 -5.972 3.863
H 3.639 0.322 1.602
H 3.961 -1.071 0.652
H 3.907 -1.116 2.421
H 1.590 -0.542 0.395
H 1.312 -0.502 2.143
H -0.542 -1.342 0.635
H -0.482 -2.007 2.232
H -0.612 -3.051 0.687
H 1.504 -3.976 -0.329
H 2.974 -3.076 -0.070
H 2.031 -1.151 -1.533
H 0.502 -2.044 -1.585
H 1.919 -2.755 -2.313
H 1.721 -2.644 3.296
H 2.811 -3.448 2.122
H 1.679 -5.359 2.893
H 0.567 -5.001 1.620
H -1.315 -5.772 4.676
H 0.189 -6.575 4.281
H -1.123 -6.427 3.012
C -1.128 1.644 -5.016
C -1.893 0.218 -5.038
N -1.392 -0.751 -3.987
C 0.073 -1.248 -4.303
C -1.410 -0.078 -2.539
C -0.950 -1.072 -1.403
C -2.371 -1.966 -3.801
C -2.849 -2.522 -5.208
O -1.707 -2.715 -6.062
C -1.221 -4.007 -5.872
H -1.335 2.231 -5.910
H -0.044 1.601 -5.127
H -1.318 2.283 -4.153
H -1.764 -0.178 -6.045
H -2.963 0.397 -4.936
H 0.283 -1.589 -5.317
H 0.275 -2.011 -3.551
H 0.656 -0.349 -4.101
H -2.469 0.144 -2.410
H -0.757 0.795 -2.547
H -0.980 -0.591 -0.426
H 0.059 -1.473 -1.494
H -1.591 -1.922 -1.168
H -3.278 -1.729 -3.245
H -1.925 -2.836 -3.320
H -3.551 -1.800 -5.626
H -3.435 -3.426 -5.044
H -1.012 -4.222 -4.824
H -0.326 -4.067 -6.492
H -1.908 -4.741 -6.293
C 3.358 2.226 4.691
C 2.344 2.772 3.634
N 1.086 1.908 3.207
C 1.633 0.685 2.408
C 0.229 1.401 4.420
C -0.241 2.547 5.278
C 0.194 2.750 2.260
C 0.879 3.405 1.061
O 1.452 4.605 1.374
C 2.116 5.193 0.289
H 3.872 1.332 4.340
H 2.849 2.129 5.650
H 4.113 2.984 4.901
H 2.875 2.928 2.694
H 1.903 3.723 3.930
H 2.025 -0.135 3.011
H 2.455 0.989 1.761
H 0.795 0.228 1.881
H 0.967 0.761 4.905
H -0.546 0.786 3.962
H -1.024 3.185 4.870
H 0.547 3.143 5.739
H -0.638 2.051 6.164
H -0.263 3.531 2.869
H -0.709 2.200 1.995
H 0.178 3.485 0.231
H 1.620 2.739 0.620
H 2.165 6.244 0.574
H 1.673 5.186 -0.706
H 3.060 4.647 0.289
C -1.243 -0.710 3.226
C -2.662 -0.072 2.972
N -3.147 -0.141 1.496
C -3.265 -1.616 1.006
C -4.631 0.384 1.568
C -4.727 1.806 2.242
C -2.100 0.602 0.527
C -2.570 0.985 -0.896
O -3.675 1.896 -0.616
C -4.476 2.245 -1.833
H -1.109 -1.509 2.498
H -1.282 -1.225 4.186
H -0.490 0.061 3.064
H -2.644 0.972 3.284
H -3.436 -0.560 3.564
H -3.715 -1.569 0.015
H -3.915 -2.003 1.790
H -2.308 -2.122 0.877
H -5.204 -0.366 2.113
H -5.058 0.412 0.566
H -4.025 2.492 1.768
H -4.626 1.804 3.327
H -5.724 2.162 1.982
H -1.154 0.062 0.557
H -1.798 1.482 1.096
H -2.798 0.142 -1.547
H -1.757 1.567 -1.330
H -5.173 3.021 -1.519
H -4.958 1.349 -2.225
H -3.782 2.533 -2.623
C 4.337 1.197 -2.494
N 3.248 1.707 -1.534
C 3.223 0.858 -0.190
C 3.653 3.115 -1.053
C 1.865 1.771 -2.274
C 1.475 0.558 -3.077
O 1.258 -0.665 -2.340
H 5.322 1.066 -2.047
H 4.275 1.752 -3.430
H 3.949 0.207 -2.734
H 2.954 -0.186 -0.351
H 2.533 1.407 0.450
H 4.193 0.989 0.291
H 3.269 3.305 -0.050
H 3.276 3.842 -1.773
H 4.741 3.108 -0.986
H 2.054 2.576 -2.985
H 1.131 2.070 -1.527
H 2.081 0.246 -3.928
H 0.520 0.681 -3.587
H 0.862 -0.347 -1.526
Br 0.278 0.565 -0.035
*
```

Values from the calculation:
Gap between HOMO and LUMO in eV: 9.58
HOMO level in eV: -18.226
Energy in a.u.: -4687.1946

***

(5)
This record from OMol25 describes C3H10N2O2 as an isolated structure. The level of theory is ωB97M-V/def2-TZVPD.

The geometry in ORCA input format:
```
! wB97M-V def2-TZVPD RIJCOSX def2/J DEFGRID3
* xyz 0 1
C -0.466 0.478 1.512
N -0.041 -0.760 0.812
C 0.268 -0.445 -0.554
C 1.078 0.829 -0.633
N 0.411 1.813 -1.195
O 2.223 0.774 -0.004
H 0.412 1.030 1.966
H -1.004 1.246 0.661
H -1.232 0.364 2.324
H -0.879 -1.415 0.674
H 0.713 -1.302 -1.087
H -0.750 -0.365 -1.058
H -0.878 -4.362 0.095
H -0.602 -4.973 0.501
H 1.032 2.624 -1.141
H -3.310 -1.423 -0.337
O -2.394 -1.271 -0.229
*
```

Values from the calculation:
Gap between HOMO and LUMO in eV: 4.59
HOMO level in eV: -9.464
Energy in a.u.: -379.9715

***

(6)
This record from OMol25 describes a 11-piece molecular cluster, C40H80Br4O18S9 overall. The level of theory is ωB97M-V/def2-TZVPD.

The geometry in ORCA input format:
```
! wB97M-V def2-TZVPD RIJCOSX def2/J DEFGRID3
* xyz 0 1
C 4.895 1.817 4.293
C 3.521 1.590 3.681
C 2.563 1.355 4.942
S 3.389 0.187 6.130
O 3.181 -1.149 5.635
O 2.966 0.328 7.477
C 5.108 0.895 5.588
H 5.299 2.790 4.570
H 5.663 1.438 3.619
H 3.569 0.779 2.953
H 3.158 2.458 3.130
H 1.553 0.991 4.752
H 2.525 2.215 5.611
H 5.792 0.048 5.528
H 5.571 1.505 6.364
C 1.114 1.680 0.289
C 0.803 0.637 -0.832
C -0.487 -0.098 -0.457
S -0.405 -0.412 1.372
O 0.667 -1.420 1.460
O -1.657 -0.581 2.069
C 0.230 1.384 1.558
H 0.739 2.626 -0.101
H 2.129 1.609 0.680
H 1.632 -0.069 -0.872
H 0.580 1.083 -1.801
H -0.762 -1.082 -0.836
H -1.438 0.420 -0.585
H 0.505 1.672 2.573
H -0.599 2.082 1.438
C 2.809 -4.327 2.372
C 2.624 -3.538 3.675
C 2.743 -4.618 4.828
S 3.902 -5.960 4.258
O 3.195 -7.202 4.042
O 5.267 -5.848 4.847
C 4.071 -5.219 2.553
H 2.893 -3.674 1.504
H 1.957 -4.989 2.221
H 1.599 -3.177 3.582
H 3.312 -2.697 3.758
H 1.739 -5.039 4.774
H 2.907 -4.329 5.866
H 4.230 -6.001 1.810
H 4.843 -4.453 2.620
C -4.781 -0.135 -0.059
C -5.126 0.349 1.387
C -5.648 1.794 1.191
S -6.212 2.144 -0.535
O -5.330 3.030 -1.273
O -7.685 2.375 -0.607
C -5.852 0.394 -0.980
H -4.714 -1.208 -0.237
H -3.812 0.275 -0.342
H -4.265 0.240 2.046
H -5.971 -0.254 1.719
H -5.013 2.668 1.334
H -6.584 1.738 1.747
H -5.772 0.290 -2.062
H -6.813 -0.092 -0.808
C 4.442 2.836 -1.049
C 3.687 4.107 -0.707
C 3.202 4.646 -2.089
S 4.570 4.329 -3.220
O 5.614 5.330 -2.865
O 4.216 4.154 -4.655
C 5.076 2.739 -2.493
H 3.638 2.103 -0.977
H 5.258 2.642 -0.352
H 4.316 4.895 -0.293
H 2.987 4.003 0.122
H 2.968 5.708 -2.017
H 2.348 4.107 -2.500
H 6.151 2.651 -2.652
H 4.567 1.994 -3.104
C -4.278 0.678 -6.031
C -2.764 0.926 -6.231
C -2.080 -0.137 -5.361
S -3.391 -0.553 -3.954
O -2.819 -0.288 -2.639
O -3.998 -1.827 -4.183
C -4.589 0.731 -4.509
H -4.553 -0.239 -6.552
H -4.942 1.415 -6.482
H -2.701 1.954 -5.873
H -2.472 0.882 -7.280
H -1.211 0.357 -4.928
H -1.689 -1.096 -5.702
H -4.307 1.687 -4.068
H -5.543 0.377 -4.116
C 0.199 -3.948 -1.406
C -0.868 -4.032 -2.564
C -2.330 -3.724 -2.080
S -2.395 -4.164 -0.298
O -2.932 -5.524 -0.087
O -2.893 -3.039 0.366
C -0.539 -4.227 -0.051
H 0.524 -2.907 -1.390
H 1.097 -4.525 -1.627
H -0.740 -5.028 -2.989
H -0.694 -3.326 -3.376
H -3.233 -4.051 -2.596
H -2.329 -2.634 -2.039
H -0.374 -5.265 0.236
H -0.316 -3.704 0.880
C -2.634 4.569 -3.955
C -2.737 5.742 -3.030
C -2.940 5.277 -1.638
S -1.566 4.053 -1.529
O -1.797 2.878 -0.633
O -0.277 4.706 -1.480
C -1.649 3.548 -3.353
H -2.490 4.799 -5.011
H -3.645 4.171 -4.051
H -3.582 6.339 -3.372
H -1.925 6.470 -3.041
H -3.883 4.745 -1.512
H -2.767 5.715 -0.656
H -2.216 2.643 -3.135
H -0.650 3.600 -3.788
C 3.713 -2.522 -2.101
C 4.180 -1.052 -2.304
C 5.166 -0.955 -3.549
S 4.716 -2.451 -4.516
O 5.775 -3.409 -4.291
O 4.520 -1.862 -5.796
C 3.209 -2.808 -3.546
H 3.009 -2.626 -1.275
H 4.492 -3.241 -1.850
H 4.600 -0.636 -1.387
H 3.382 -0.348 -2.539
H 6.149 -1.172 -3.132
H 4.978 -0.114 -4.216
H 3.139 -3.842 -3.884
H 2.421 -2.155 -3.922
Br -0.804 -4.694 3.806
C -2.089 -3.289 4.115
C -3.314 -3.749 4.962
Br -4.680 -4.171 3.598
H -2.380 -2.916 3.134
H -1.557 -2.494 4.637
H -3.717 -2.898 5.512
H -3.146 -4.502 5.732
Br -1.114 2.021 5.072
C -3.034 1.830 4.865
C -3.714 2.627 5.964
Br -5.603 2.920 5.448
H -3.440 0.837 5.056
H -3.310 2.230 3.890
H -3.272 3.620 6.043
H -3.715 2.232 6.980
*
```

Values from the calculation:
Gap between HOMO and LUMO in eV: 9.37
HOMO level in eV: -9.688
Energy in a.u.: -16805.8449